Formula: C2H4NOP
Source: OMol25
Level of theory: the ωB97M-V functional and the def2-TZVPD basis

* total charge: 0
* energy above the lowest of the compared OMol25 structures with the same formula, charge and spin: 76.0 kcal/mol
* HOMO energy: -0.302 hartree
* E_tot: -14961.34940 eV
* orbital gap: 8.73 eV

Last column: Mulliken charge in e.
Atoms and positions in Å:
C: 0.7893 1.1193 -0.0543  -0.011
C: -0.6125 0.8363 0.1433  -0.561
N: 1.6502 0.1895 -0.0127  -0.321
O: 0.9562 -1.1443 0.0282  -0.257
P: -0.5903 -0.9107 0.0152  0.296
H: 1.3145 2.1438 -0.1204  0.326
H: -1.3808 1.3921 -0.1731  0.412
H: -1.0340 -1.7551 -0.9746  0.057
H: -1.0926 -1.8709 1.1485  0.058

Forces on atoms 1 to 6 (eV/Å):
-0.4638 1.4713 0.5901
2.5851 -3.2130 -0.0172
1.7279 -1.1842 -0.3639
1.0837 0.9891 0.0620
-0.7593 -0.5585 2.8340
-1.2940 -1.5767 0.1115